This record from the OMol25 dataset describes a cluster of 6 separate species, C39H51ClF16N3O16PS in total at a distorted geometry. The level of theory is the ωB97M-V functional and the def2-TZVPD basis.

The energy relative to the best compared isomer or geometry (same formula, charge and spin) is 0.0 kcal/mol. Its frontier orbital gap is 0.262 Eh. Its SMILES is N=[PH2][C@@]1(F)[C@@H](N=C=O)C(=O)O[C@]1(CCCCS(=O)(=O)Cl)CCCNCc1ccccc1O.CCOC(=O)C(F)(F)F.CCOC(=O)C(F)(F)F.CCOC(=O)C(F)(F)F.CCOC(=O)C(F)(F)F.CCOC(=O)C(F)(F)F. For the HOMO energy, the calculation gives -7.91 eV. The multiplicity is 1. For the calculated total energy, the calculation gives -5682.2680 a.u.

Last column: Löwdin charge in e.
Cartesian coordinates (Å):
N 4.8593 2.9430 1.4032  -0.298
P 5.1425 2.6372 -0.1472  0.817
C 4.9374 0.8265 -0.6371  -0.411
F 5.6646 0.7272 -1.8760  -0.054
C 5.5746 -0.1085 0.4673  -0.140
N 6.6846 0.4783 1.2847  0.134
C 7.7190 0.5919 0.5923  -0.296
O 8.4345 0.9780 -0.2456  0.183
C 4.2622 -0.5889 1.2408  -0.337
O 4.1624 -1.2336 2.2353  0.154
O 3.1389 -0.1193 0.5181  0.025
C 3.4871 0.2043 -0.8649  -0.333
C 2.7059 1.3735 -1.5842  -0.115
C 1.4621 0.9316 -2.4662  -0.172
C 1.5035 1.7703 -3.8443  -0.222
C 0.7264 3.1465 -3.6191  -0.233
S -1.1035 2.9890 -3.6504  0.398
O -1.6064 3.9410 -4.6348  -0.360
O -1.5733 3.2072 -2.2840  -0.364
Cl -1.7523 1.1092 -4.2247  0.416
C 3.6329 -1.1779 -1.6331  -0.087
C 2.7600 -2.3524 -1.0555  -0.140
C 1.2201 -2.0356 -0.9547  -0.222
N 0.5246 -2.8246 0.1175  -0.074
C -0.9262 -2.5514 0.1204  -0.191
C -1.2439 -1.0552 0.5284  -0.114
C -0.4972 -0.5557 1.7281  -0.008
C -0.7209 0.8489 2.1177  -0.069
C -1.6434 1.7264 1.3702  -0.070
C -2.3710 1.2180 0.1982  -0.020
C -2.1731 -0.1959 -0.2376  -0.217
O -2.8417 -0.6657 -1.3856  -0.025
H 4.5681 2.0712 1.8565  -0.049
H 4.2598 3.5220 -0.8661  0.015
H 6.4968 3.0026 -0.4027  0.021
H 6.1242 -0.8721 -0.1565  0.167
H 3.4469 1.8577 -2.2912  0.105
H 2.3369 2.0855 -0.7921  0.135
H 1.4481 -0.1440 -2.7737  0.094
H 0.4949 1.2220 -1.9692  0.105
H 2.5499 1.9136 -4.2302  0.115
H 0.9577 1.1594 -4.6259  0.079
H 1.0076 3.5099 -2.5832  0.115
H 1.1167 3.9156 -4.3517  0.119
H 4.7063 -1.5418 -1.6493  0.124
H 3.3651 -1.0064 -2.7221  0.130
H 3.0925 -2.6760 -0.0211  0.120
H 2.8705 -3.2667 -1.7085  0.109
H 1.1175 -0.9533 -0.6730  0.098
H 0.6719 -2.2011 -1.9268  0.108
H 0.6376 -3.8088 -0.1645  0.093
H -1.3683 -2.8173 -0.8897  0.100
H -1.4169 -3.2592 0.8584  0.130
H 0.1998 -1.2392 2.2839  0.115
H -0.1406 1.2371 2.9944  0.067
H -1.7338 2.7916 1.7164  0.096
H -3.0471 1.9066 -0.3769  0.097
H -3.0797 0.1615 -1.8560  0.061
C -9.0705 2.7931 0.5796  -0.059
C -8.2029 3.7873 -0.1648  -0.198
O -7.1635 4.2953 0.6884  0.032
C -6.0855 3.5103 0.8079  -0.377
O -5.9513 2.4499 0.2656  0.168
C -5.0322 4.1746 1.6950  -0.516
F -5.5593 4.7155 2.8099  0.158
F -4.3971 5.1729 1.0495  0.159
F -4.0897 3.3106 2.0944  0.152
H -9.4647 3.2398 1.4948  0.083
H -9.9050 2.4680 -0.0433  0.078
H -8.4963 1.9128 0.8757  0.080
H -8.8051 4.6448 -0.4701  0.129
H -7.7806 3.3535 -1.0685  0.097
C -5.4750 -0.9072 -5.4163  -0.057
C -6.1797 -1.4741 -4.2006  -0.196
O -6.8411 -0.4331 -3.4632  0.030
C -8.0422 -0.0579 -3.9220  -0.380
O -8.5837 -0.5215 -4.8849  0.172
C -8.6399 1.0173 -3.0126  -0.511
F -7.7407 1.9641 -2.6816  0.146
F -9.0930 0.4941 -1.8570  0.160
F -9.6769 1.6539 -3.5758  0.164
H -4.7932 -0.1054 -5.1240  0.066
H -4.9073 -1.6849 -5.9296  0.084
H -6.1891 -0.4775 -6.1217  0.079
H -5.4482 -1.9182 -3.5234  0.126
H -6.8843 -2.2616 -4.4752  0.127
C 2.5631 -5.8171 -6.5528  -0.060
C 1.4587 -4.7848 -6.6521  -0.200
O 0.4887 -4.9730 -5.6077  0.032
C 0.8017 -4.4516 -4.4162  -0.375
O 1.8147 -3.8565 -4.1737  0.158
C -0.3360 -4.6850 -3.4202  -0.511
F -0.8181 -5.9392 -3.4716  0.167
F -1.3791 -3.8670 -3.6551  0.162
F 0.0420 -4.4719 -2.1493  0.140
H 2.1446 -6.8255 -6.5497  0.085
H 3.2541 -5.7235 -7.3918  0.084
H 3.1276 -5.7028 -5.6252  0.078
H 0.9257 -4.9041 -7.5966  0.127
H 1.8560 -3.7679 -6.6326  0.125
C 5.0427 -2.0187 4.8331  -0.066
C 5.8599 -3.2923 4.8829  -0.193
O 5.6506 -3.9889 6.1247  0.026
C 4.5523 -4.7515 6.1916  -0.386
O 3.7552 -4.8833 5.3068  0.170
C 4.4849 -5.4644 7.5438  -0.522
F 4.7701 -4.6431 8.5715  0.156
F 5.3636 -6.4848 7.6084  0.155
F 3.2730 -5.9818 7.7906  0.161
H 5.2574 -1.3929 5.7029  0.088
H 5.2641 -1.4568 3.9325  0.046
H 3.9729 -2.2347 4.8518  0.083
H 6.9232 -3.0501 4.8381  0.125
H 5.6416 -3.9429 4.0332  0.126
C -0.0100 5.5264 7.3633  -0.062
C 1.2935 5.2714 6.6344  -0.202
O 1.5393 3.8614 6.5069  0.029
C 0.9105 3.2465 5.4971  -0.377
O 0.1751 3.7852 4.7194  0.169
C 1.2995 1.7681 5.4523  -0.510
F 1.2861 1.1939 6.6689  0.163
F 2.5410 1.5958 4.9619  0.164
F 0.4738 1.0443 4.6769  0.124
H -0.0155 5.0137 8.3274  0.083
H -0.1553 6.5948 7.5301  0.083
H -0.8609 5.1462 6.7946  0.078
H 2.1248 5.6812 7.2101  0.126
H 1.3087 5.7568 5.6564  0.126

This record from the OMol25 dataset describes a structure of composition ClCu6O12P2Pb at a distorted geometry. The level of theory is the ωB97M-V functional and the def2-TZVPD basis.

The energy relative to the best compared isomer or geometry (same formula, charge and spin) is 299.2 kcal/mol. Its frontier orbital gap is 0.097 Eh. For the HOMO energy, the calculation gives -8.65 eV. The multiplicity is 1. As for the net charge: +1. For the calculated total energy, the calculation gives -12080.2738 a.u.

Last column: Löwdin charge in e.
Cartesian coordinates (Å):
Cu 1.9888 -2.5939 0.9510  0.404
Cu 3.1378 -1.0570 -1.9190  0.495
Cu -1.3986 -1.6113 1.2438  0.487
Cu 0.2174 0.4424 -2.8164  0.459
Cu 3.9438 3.0213 0.6458  0.611
Cu 1.2346 -0.7309 4.3799  0.463
Pb -0.4221 4.0484 -0.7050  1.119
P -2.2222 1.8116 1.2774  0.268
O -1.8409 0.5796 0.4296  -0.346
O -2.4377 2.6017 -0.1239  -0.433
O -1.3395 3.0093 1.4064  -0.498
O -3.7137 2.2487 1.0057  -0.095
P -0.9759 -2.6338 -1.7022  0.074
O -0.9617 -4.2159 -1.7895  0.004
O -0.5484 -2.0727 -3.0024  -0.298
O -0.0997 -3.0298 -0.4239  -0.328
O -2.5154 -2.8090 -1.6070  -0.156
Cl 1.5543 0.6252 0.6258  0.579
O 0.7830 -0.2074 -0.2727  -0.458
O 1.6223 -0.0730 1.8408  -0.393
O 2.8906 0.6576 0.0870  -0.434
O 1.1030 1.9889 0.4687  -0.524

This record from the OMol25 dataset describes a structure of composition C10H21NO3Rb at a distorted geometry. The level of theory is the ωB97M-V functional and the def2-TZVPD basis.

The energy relative to the best compared isomer or geometry (same formula, charge and spin) is 0.0 kcal/mol. Its frontier orbital gap is 0.235 Eh. For the HOMO energy, the calculation gives -9.81 eV. The multiplicity is 1. As for the net charge: +1. For the calculated total energy, the calculation gives -697.9666 a.u.

Last column: Löwdin charge in e.
Cartesian coordinates (Å):
Rb 4.6272 -20.3231 9.7506  0.973
C 3.6640 -23.6786 10.8825  -0.090
C 2.3039 -24.0232 10.2626  -0.226
C 2.1670 -25.5029 10.0433  -0.113
N 1.0105 -25.9331 9.1418  -0.266
C -0.2519 -25.3108 9.6602  -0.105
C -1.5175 -25.8380 8.9801  -0.156
C -1.5422 -27.3604 9.0212  -0.174
C -0.2650 -27.9589 8.4327  -0.174
C 0.9486 -27.4417 9.1637  -0.111
C 1.3061 -25.5150 7.7163  0.057
H 4.5064 -23.9305 10.2271  0.088
H 4.0150 -24.1001 11.8258  0.101
H 3.6612 -22.5940 11.0369  0.019
H 2.1298 -23.3686 9.4070  0.111
H 1.6069 -23.6550 11.0228  0.119
H 1.9039 -25.9515 11.0029  0.143
H 3.0481 -26.0263 9.6769  0.148
H -0.3069 -25.5860 10.7143  0.147
H -0.1648 -24.2343 9.5461  0.131
H -2.4274 -25.3782 9.3669  0.128
H -1.5784 -25.5050 7.9355  0.120
H -1.5500 -27.6408 10.0812  0.123
H -2.4259 -27.7761 8.5443  0.125
H -0.3717 -29.0421 8.5116  0.133
H -0.2039 -27.8119 7.3502  0.116
H 0.7433 -27.7222 10.2026  0.142
H 1.8760 -27.9299 8.8756  0.149
H 1.2292 -24.4322 7.6791  0.106
H 0.5467 -25.9556 7.0844  0.093
H 2.3047 -25.8774 7.4962  0.124
O 7.2196 -23.1347 11.2976  0.046
C 7.2178 -23.1748 9.9301  -0.846
O 6.7801 -22.1294 9.3182  -0.251
O 7.5965 -24.2021 9.3548  -0.003
H 6.7582 -22.2984 11.4605  0.071

This record from the OMol25 dataset describes the molecule C6H8N2O3S at a distorted geometry. The level of theory is the ωB97M-V functional and the def2-TZVPD basis.

The energy relative to the best compared isomer or geometry (same formula, charge and spin) is 123.8 kcal/mol. Its frontier orbital gap is 0.343 Eh. Its SMILES is Cc1ncsc1CCO[N+](=O)[O-]. For the HOMO energy, the calculation gives -9.18 eV. The multiplicity is 1. For the calculated total energy, the calculation gives -966.6678 a.u.

Last column: Löwdin charge in e.
Cartesian coordinates (Å):
C -1.8546 1.3604 1.1213  -0.044
C -0.9910 1.5739 -0.1313  -0.428
C -0.0274 2.8878 -1.6256  -0.375
C -0.5165 0.5907 -0.9779  -0.542
C -0.2748 -0.8529 -0.6907  -0.223
C 1.0118 -1.1131 0.0886  -0.170
H -1.4719 1.7614 2.1455  0.097
H -2.8506 1.8414 1.0931  0.070
H -1.9613 0.2268 1.4243  0.095
H 0.2840 3.9221 -2.0500  0.105
H -0.3039 -1.3261 -1.7375  0.133
H -1.0434 -1.4234 -0.0758  0.138
H 1.8643 -0.5586 -0.4316  0.144
H 0.8845 -0.5431 1.0118  0.132
N -0.8626 2.8102 -0.5619  0.006
N 1.9629 -3.1378 0.9985  -0.400
O 1.1170 -2.5534 0.1021  0.010
O 2.7267 -2.3772 1.5918  0.092
O 1.9487 -4.3527 0.9747  0.120
S 0.3579 1.2635 -2.2696  1.038

This record from the OMol25 dataset describes a cluster of 4 separate species, C2H12NO4 in total at a distorted geometry. The level of theory is the ωB97M-V functional and the def2-TZVPD basis.

The energy relative to the best compared isomer or geometry (same formula, charge and spin) is 6.1 kcal/mol. Its frontier orbital gap is 0.409 Eh. For the HOMO energy, the calculation gives -14.14 eV. The multiplicity is 1. As for the net charge: +1. For the calculated total energy, the calculation gives -438.8733 a.u.

Last column: Löwdin charge in e.
Cartesian coordinates (Å):
O -0.6723 -0.8637 -2.2673  0.099
C 0.4525 -0.7742 -1.8735  -0.232
C 0.7752 0.0656 -0.6499  -0.114
N -0.4580 0.3865 0.1293  0.197
H 1.3123 -1.1996 -2.4179  0.139
H 1.5413 -0.2655 0.0456  0.110
H 1.2458 0.9847 -1.0423  0.149
H -0.9668 -0.4629 0.3589  0.175
H -0.2604 0.8269 1.0411  0.112
H -1.0065 1.0870 -0.3821  0.116
H -3.4716 1.5951 -1.6802  0.087
H -3.0309 2.6313 -0.7359  0.046
O -2.7420 1.7803 -1.0471  -0.048
H 0.4263 1.7650 3.4181  0.080
H 0.7894 0.3509 3.3088  0.081
O 0.1272 0.9722 2.9248  -0.063
H 2.2251 -3.2030 -0.3894  0.073
H 2.0127 -3.0464 1.0441  0.064
O 1.7008 -2.6302 0.2150  -0.072

This record from the OMol25 dataset describes a structure of composition C19H27Br6Cl3O8 at a distorted geometry. The level of theory is the ωB97M-V functional and the def2-TZVPD basis.

The energy relative to the best compared isomer or geometry (same formula, charge and spin) is 25.0 kcal/mol. Its frontier orbital gap is 0.362 Eh. For the HOMO energy, the calculation gives -9.97 eV. The multiplicity is 1. For the calculated total energy, the calculation gives -18166.7210 a.u.

Last column: Löwdin charge in e.
Cartesian coordinates (Å):
O -5.0650 2.2515 4.9376  0.143
C -4.3076 1.3401 4.9786  -0.486
O -4.6105 0.2021 5.6882  0.006
C -3.6125 -0.8082 5.6181  -0.153
C -2.6806 -0.3407 4.5177  -0.194
C -2.9248 1.1485 4.4480  -0.106
H -4.1277 -1.7732 5.4445  0.140
H -3.0783 -0.7506 6.5769  0.131
H -2.9725 -0.7992 3.5516  0.113
H -1.6802 -0.7049 4.7457  0.079
H -2.8631 1.6280 3.4974  0.093
H -2.2453 1.6514 5.2319  0.169
O 0.4149 3.1705 -2.3220  0.136
C 1.5035 3.3706 -2.7202  -0.529
O 2.6483 2.8139 -2.2864  0.005
C 3.7824 3.0602 -3.1348  -0.152
C 3.4223 4.4433 -3.6711  -0.146
C 1.8887 4.2001 -3.9436  -0.066
H 3.8479 2.2873 -3.9959  0.157
H 4.6856 3.1162 -2.5440  0.119
H 4.0588 4.7461 -4.4874  0.109
H 3.4246 5.1577 -2.8854  0.101
H 1.8201 3.4805 -4.7980  0.131
H 1.1977 5.0622 -4.1347  0.134
O 1.1284 -2.7040 -4.5198  0.095
C 0.0093 -2.4078 -4.1590  -0.522
O -0.4809 -2.8573 -3.0339  0.037
C -1.8107 -2.4126 -2.7829  -0.152
C -1.9766 -1.2383 -3.6984  -0.147
C -0.9028 -1.3714 -4.7689  -0.063
H -1.9155 -2.1061 -1.7656  0.113
H -2.5484 -3.2256 -2.8545  0.135
H -1.7377 -0.3690 -3.0365  0.132
H -2.9908 -1.1396 -3.9989  0.106
H -0.2763 -0.5080 -4.9539  0.118
H -1.2114 -1.7270 -5.8264  0.159
O -0.2049 -4.5573 0.9884  0.046
C 0.7712 -4.7569 0.2375  -0.457
O 1.1550 -6.0242 0.0167  0.029
C 2.3423 -5.9669 -0.8124  -0.145
C 3.0080 -4.5810 -0.6069  -0.117
C 1.7071 -3.7641 -0.4438  -0.072
H 1.9958 -6.0213 -1.8977  0.148
H 2.8955 -6.8129 -0.5992  0.093
H 3.5663 -4.2637 -1.4443  0.096
H 3.6201 -4.6514 0.3226  0.130
H 1.1824 -3.5245 -1.3806  0.116
H 1.8152 -2.8511 0.1416  0.104
C -4.5823 0.9623 0.6099  -1.503
Cl -4.8235 -0.7800 0.5467  0.514
Cl -5.7355 1.7372 -0.5236  0.523
Cl -2.8627 1.2998 0.2369  0.500
H -4.6510 1.2355 1.6663  0.002
C 3.9246 4.6738 3.0896  -1.639
Br 5.3414 5.6704 2.2020  0.535
Br 3.9141 4.9847 4.9682  0.591
Br 4.1859 2.7963 2.7042  0.515
H 3.0134 5.0183 2.5588  -0.013
C -0.0025 0.9118 2.9061  -1.611
Br 0.9692 0.7737 4.5275  0.604
Br -0.0739 -0.8532 2.0424  0.588
Br 0.7468 2.3572 1.8728  0.572
H -1.0313 1.1006 3.1562  -0.096

This record from the OMol25 dataset describes a cluster of 3 separate species, C5H11N in total at a distorted geometry. The level of theory is the ωB97M-V functional and the def2-TZVPD basis.

The energy relative to the best compared isomer or geometry (same formula, charge and spin) is 76.2 kcal/mol. Its frontier orbital gap (alpha / beta) is 0.182 / 0.354 Eh. For the HOMO energy (alpha / beta), the calculation gives -4.36 / -11.21 eV. The multiplicity is 3. For the calculated total energy, the calculation gives -251.5546 a.u.

Last column: Löwdin charge in e.
Cartesian coordinates (Å):
C 1.4416 -0.5776 -1.7074  -0.277
C 1.9362 -1.7915 -1.2275  -0.121
C -1.9692 0.7208 0.6513  -0.053
C -0.2583 2.4970 0.5778  -0.119
C -1.2850 1.6039 -0.0064  -0.336
N 0.6862 0.2971 -1.5454  0.173
H -0.4115 -3.5347 1.8265  0.009
H 2.8660 -2.2159 -1.4570  0.037
H 2.0830 -1.6481 -0.0494  0.132
H 1.0483 -2.5829 -1.4217  0.140
H -1.6224 0.4350 1.6457  0.061
H -2.8050 0.2388 0.2464  0.035
H 0.2196 -3.7221 1.4873  -0.001
H -0.6650 3.4730 0.7483  0.057
H 0.4576 2.8287 -0.2388  0.091
H 0.0528 2.0523 1.4688  0.046
H -1.7749 1.9262 -0.9983  0.127